Here is a structure of composition C28H29BN6ORuSi from OMol25. Energies are from ωB97M-V/def2-TZVPD.

Properties
- HOMO level (alpha / beta) (eV) = -13.38 / -13.37
- expectation value of S² = 6.017
- calculated total energy (eV) = -51614.402
- 2S+1 = 5
- F_max (eV Å⁻¹) = 7.74
- energy above the lowest of the compared OMol25 structures with the same formula, charge and spin (eV) = 1.604
- net charge = +2

XYZ file:
```
67
Properties=species:S:1:pos:R:3:mulliken_charge:R:1
H -0.173 -0.155 -2.655 0.6116
N -1.953 0.274 -1.533 0.4035
B -4.313 0.332 -0.667 -0.1702
N -3.267 0.005 -1.754 -0.0737
C -3.414 -0.572 -2.958 0.0439
Ru -1.321 1.216 0.522 0.4012
H -4.376 -0.845 -3.318 0.5027
C -2.161 -0.717 -3.525 -1.2997
H -1.932 -1.145 -4.471 0.4564
C -1.253 -0.195 -2.596 -0.4644
H -5.394 0.154 -1.122 0.0013
C -0.031 2.250 1.654 -1.1889
H 0.769 2.801 1.146 0.4882
H 0.430 1.586 2.407 0.2333
H -0.634 2.950 2.259 0.5355
N -4.066 1.829 -0.343 -0.0063
N -4.071 -0.558 0.566 0.0903
N -2.851 2.283 0.195 0.3135
N -2.873 -0.401 1.264 0.2487
C -4.890 2.879 -0.467 -0.0501
C -4.707 -1.615 1.071 0.1430
H -5.889 2.728 -0.843 0.4991
H -5.674 -1.908 0.672 0.4907
C -4.250 4.025 -0.016 -1.1706
C -3.967 -2.158 2.128 -0.9660
C -2.986 3.639 0.408 -0.2314
C -2.812 -1.407 2.234 -0.5027
H -4.661 5.021 0.034 0.4384
H -4.286 -2.978 2.763 0.4609
H -2.179 4.199 0.868 0.4490
H -1.915 -1.499 2.830 0.5567
H -2.905 0.576 1.625 0.6097
O 0.038 -0.167 0.293 0.5809
Si 1.639 -0.381 0.127 -1.3654
C 2.601 0.983 -0.721 0.6949
C 3.995 0.853 -0.834 -0.0404
C 4.762 1.875 -1.405 -0.7929
C 4.138 3.039 -1.861 -0.6879
C 2.748 3.155 -1.785 -0.7120
C 1.976 2.118 -1.244 -0.5313
C 2.380 -0.670 1.824 0.9944
C 1.799 -1.635 2.657 -0.1868
C 2.312 -1.861 3.939 -0.7588
C 3.388 -1.098 4.409 -0.5727
C 3.949 -0.112 3.592 -0.7230
C 3.437 0.111 2.308 -0.2710
C 1.813 -1.912 -0.926 1.0299
C 1.115 -3.067 -0.557 -0.3431
C 1.280 -4.248 -1.290 -0.6540
C 2.087 -4.255 -2.435 -0.5453
C 2.723 -3.080 -2.847 -0.7720
C 2.573 -1.904 -2.101 -0.0314
H 4.492 -0.052 -0.469 0.6114
H 5.842 1.754 -1.483 0.4403
H 4.734 3.852 -2.280 0.4167
H 2.249 4.054 -2.145 0.4166
H 0.884 2.198 -1.214 0.3930
H 0.934 -2.204 2.307 0.1891
H 1.868 -2.634 4.567 0.4274
H 3.787 -1.273 5.408 0.3994
H 4.788 0.489 3.943 0.4271
H 3.852 0.904 1.684 0.3972
H 0.437 -3.046 0.302 0.0934
H 0.778 -5.159 -0.962 0.4163
H 2.219 -5.176 -3.004 0.4055
H 3.345 -3.067 -3.742 0.4310
H 3.043 -0.977 -2.433 0.3701
```

***

Here is an isolated molecule of C15H18N4OS from OMol25. Energies are from ωB97M-V/def2-TZVPD.

Properties
- HOMO level (eV) = -8.59
- calculated total energy (eV) = -34690.911
- 2S+1 = 1
- F_max (eV Å⁻¹) = 0.64
- energy above the lowest of the compared OMol25 structures with the same formula, charge and spin (eV) = 0.141
- net charge = 0

XYZ file:
```
39
Properties=species:S:1:pos:R:3:mulliken_charge:R:1
C -6.266 -1.264 0.339 -1.3903
C -4.852 -1.632 -0.035 1.0106
O -4.574 -2.721 -0.488 -0.6017
C -3.807 -0.600 0.175 0.1215
C -2.477 -0.966 -0.037 -0.8455
C -1.448 -0.065 0.124 -0.2125
C -1.726 1.254 0.493 0.6014
C -3.054 1.616 0.741 -1.0330
C -4.077 0.707 0.583 -0.6133
H -5.089 1.027 0.773 0.3509
H -3.271 2.626 1.055 0.3662
N -0.739 2.212 0.682 -0.1112
C 0.496 2.342 0.111 0.2021
N 0.762 1.639 -1.003 -0.1483
H 0.026 1.080 -1.409 0.3714
C 2.045 1.632 -1.660 -1.1399
H 2.599 2.504 -1.305 0.4171
C 2.835 0.355 -1.360 -0.1512
H 2.245 -0.522 -1.641 0.2752
H 3.743 0.355 -1.964 0.3872
C 3.213 0.259 0.123 -0.9026
N 3.944 -0.948 0.392 0.2316
C 3.439 -2.140 0.788 -0.0425
N 4.357 -3.062 0.875 -0.6593
C 5.517 -2.455 0.515 -0.4831
C 5.284 -1.146 0.208 -0.2020
H 5.936 -0.358 -0.105 0.3967
H 6.442 -2.997 0.503 0.4032
H 2.401 -2.288 1.012 0.3562
H 3.823 1.122 0.405 0.3144
H 2.313 0.262 0.743 0.3113
H 1.887 1.724 -2.738 0.3608
S 1.559 3.409 0.792 -0.4117
H -0.951 2.949 1.342 0.2687
H -0.427 -0.398 0.010 0.6239
H -2.270 -1.987 -0.321 0.4838
H -6.911 -2.125 0.184 0.3384
H -6.614 -0.442 -0.283 0.3713
H -6.314 -0.960 1.382 0.3841
```

***

Here is a cluster of 10 separate species, C18H52N4O22S4 in total from OMol25. Energies are from ωB97M-V/def2-TZVPD.

Properties
- HOMO level (eV) = -10.46
- calculated total energy (eV) = -113839.104
- 2S+1 = 1
- F_max (eV Å⁻¹) = 3.65
- net charge = 0

XYZ file:
```
100
Properties=species:S:1:pos:R:3:mulliken_charge:R:1
C 23.839 -0.714 -16.729 -0.5208
O 22.997 -0.647 -15.668 -0.3501
H 23.322 -0.420 -17.642 0.2651
H 24.815 -0.253 -16.580 0.4546
H 23.965 -1.782 -16.908 -0.0533
H 22.732 0.266 -15.532 0.2281
C 19.997 -2.582 -14.856 -0.3690
O 21.032 -2.595 -13.867 -0.4724
H 20.152 -3.264 -15.691 -0.0613
H 19.001 -2.728 -14.438 0.3605
H 19.967 -1.638 -15.401 0.2866
H 21.716 -2.074 -14.293 0.2148
O 19.693 -3.501 -18.456 -0.4328
S 18.359 -4.074 -18.704 1.0363
O 17.072 -3.342 -18.652 -0.6301
O 18.412 -4.924 -20.130 -0.3769
C 19.665 -5.483 -20.423 0.4066
C 19.525 -6.483 -21.598 -1.4204
C 18.176 -5.575 -17.583 -0.7624
H 20.114 -5.981 -19.564 0.1363
H 20.274 -4.690 -20.858 0.1278
H 19.133 -5.950 -22.465 0.3783
H 18.975 -7.410 -21.438 0.3587
H 20.486 -6.722 -22.053 0.3039
H 18.226 -5.093 -16.607 0.3261
H 19.012 -6.262 -17.715 0.2180
H 17.196 -6.030 -17.726 0.3423
O 26.860 -3.280 -11.398 -0.5845
S 26.530 -1.869 -11.616 1.1040
O 27.596 -0.925 -11.958 -0.6196
O 25.393 -1.667 -12.758 -0.3322
C 24.555 -2.716 -13.149 0.0956
C 23.585 -3.215 -12.076 -1.2940
C 25.595 -1.158 -10.147 -0.8679
H 25.102 -3.593 -13.494 0.2601
H 23.934 -2.408 -13.990 0.0289
H 22.915 -2.437 -11.709 0.3454
H 24.128 -3.583 -11.206 0.4202
H 23.020 -4.076 -12.432 0.3945
H 24.894 -1.918 -9.802 0.3028
H 25.150 -0.208 -10.444 0.3007
H 26.316 -1.030 -9.339 0.3762
O 23.416 -1.676 -20.729 -0.6303
S 24.776 -1.357 -21.178 1.1984
O 25.256 -1.878 -22.468 -0.5817
O 24.874 0.327 -21.329 -0.3694
C 23.954 1.092 -20.594 0.2823
C 24.154 2.612 -20.434 -1.3603
C 26.032 -1.547 -19.842 -0.4845
H 23.769 0.740 -19.579 0.0025
H 23.052 0.879 -21.167 0.3204
H 24.286 3.129 -21.385 0.3626
H 25.075 2.743 -19.866 0.3269
H 23.283 3.061 -19.959 0.3577
H 26.029 -2.574 -19.476 0.0420
H 25.746 -0.849 -19.055 0.2218
H 26.973 -1.163 -20.236 0.3803
O 25.660 -4.647 -20.052 -0.6241
S 24.630 -5.648 -20.354 0.9421
O 25.110 -7.011 -20.594 -0.5931
O 23.454 -5.591 -19.167 -0.1291
C 23.473 -4.464 -18.229 -0.0024
C 22.706 -4.697 -16.964 -0.2074
C 23.576 -4.965 -21.767 0.1123
H 22.959 -3.615 -18.681 0.2699
H 24.446 -4.072 -17.932 0.3390
H 22.890 -3.953 -16.189 -0.1809
H 22.962 -5.644 -16.489 0.0670
H 21.616 -4.710 -16.976 -0.0176
H 22.734 -5.654 -21.824 0.0615
H 24.122 -5.110 -22.700 -0.2099
H 23.283 -3.933 -21.573 0.1642
C 25.907 -8.073 -23.592 -0.5720
N 24.514 -8.204 -24.151 0.9021
O 23.668 -8.692 -23.385 -0.5093
O 24.172 -7.717 -25.251 -0.5199
H 25.889 -8.227 -22.513 0.2289
H 26.253 -7.042 -23.665 0.1484
H 26.538 -8.782 -24.127 0.3462
C 25.080 -3.795 -25.323 -0.6127
N 23.624 -3.533 -25.176 1.0628
O 22.929 -4.451 -24.825 -0.5595
O 23.202 -2.416 -25.325 -0.5856
H 25.737 -3.007 -24.952 0.2654
H 25.290 -3.896 -26.387 0.3956
H 25.311 -4.781 -24.922 0.0199
C 28.511 -5.110 -21.329 -0.7286
N 27.887 -4.020 -22.085 0.9387
O 26.927 -4.307 -22.834 -0.4092
O 28.455 -2.987 -22.002 -0.5651
H 27.686 -5.607 -20.819 0.1641
H 29.294 -4.717 -20.681 0.3044
H 28.906 -5.834 -22.041 0.2923
C 22.965 -8.706 -16.806 -0.5354
N 22.698 -8.458 -15.347 0.9116
O 21.698 -8.975 -14.878 -0.5466
O 23.497 -7.751 -14.765 -0.5113
H 24.024 -8.765 -17.058 0.2669
H 22.488 -7.859 -17.301 0.0910
H 22.570 -9.680 -17.092 0.3315
```

***

Here is a structure of composition C44H24Cl4N4O4RuS from OMol25. Energies are from ωB97M-V/def2-TZVPD.

Properties
- HOMO level (alpha / beta) (eV) = -4.36 / -4.56
- expectation value of S² = 0.760
- calculated total energy (eV) = -123675.166
- 2S+1 = 2
- F_max (eV Å⁻¹) = 0.50
- net charge = -1

XYZ file:
```
82
Properties=species:S:1:pos:R:3:mulliken_charge:R:1
Ru 1.944 0.508 -0.176 -0.7570
Cl -8.074 1.292 -2.837 -0.2352
C -6.346 1.327 -2.612 0.4312
C -5.530 0.675 -3.518 -0.9111
C -4.156 0.719 -3.336 -0.2496
C -3.594 1.399 -2.253 0.4396
C -4.445 2.045 -1.353 -0.2678
C -5.817 2.010 -1.528 -1.0288
C -2.135 1.346 -2.079 -0.0663
C -1.518 0.119 -2.229 -0.1033
C -1.945 -0.859 -1.134 -1.4677
C -1.050 -0.688 -0.158 -0.3667
C -0.006 0.372 -0.621 0.1279
C 0.499 -1.057 -2.502 0.1503
C 0.034 -1.488 -3.838 -0.3280
C -0.642 -2.685 -4.039 -0.2631
C -1.078 -3.043 -5.308 -1.0992
C -0.830 -2.192 -6.369 0.4422
Cl -1.376 -2.636 -7.964 -0.2377
C -0.161 -0.990 -6.190 -0.9290
C 0.264 -0.639 -4.922 -0.1143
C 1.322 -1.857 -1.747 0.4029
N 1.771 -1.418 -0.511 0.6526
C 2.057 -2.434 0.278 -0.0508
C 2.223 -2.246 1.701 1.0790
C 2.748 -3.372 2.497 -0.2064
C 2.074 -3.874 3.612 -0.2824
C 2.579 -4.940 4.341 -0.8984
C 3.767 -5.526 3.942 0.4279
Cl 4.406 -6.873 4.848 -0.2410
C 4.453 -5.065 2.831 -0.9070
C 3.941 -3.993 2.119 -0.1697
C 1.806 -1.059 2.292 0.1542
C 1.761 -0.669 3.708 -1.3513
C 1.234 0.570 3.791 -1.5186
C 0.881 1.004 2.438 0.0798
N 1.326 0.010 1.596 0.4846
C 0.235 2.139 2.030 1.9550
C -0.381 2.476 0.740 0.8147
C -1.084 3.665 0.487 -1.2735
C -1.730 3.557 -0.745 -1.1597
C -1.431 2.302 -1.265 -0.2590
N -0.565 1.691 -0.362 1.5460
C 0.120 3.229 3.043 -1.6459
C -0.875 3.247 4.011 0.3595
C -0.939 4.272 4.946 -0.9778
C -0.001 5.286 4.891 0.4360
Cl -0.076 6.581 6.060 -0.2406
C 0.996 5.297 3.930 -0.9675
C 1.053 4.265 3.006 0.0725
C 1.970 -3.645 -0.526 -1.0588
C 1.565 -3.285 -1.775 -1.3010
N -0.061 0.151 -2.076 0.4620
H -5.963 0.152 -4.359 0.4264
H -3.496 0.235 -4.044 0.5714
H -4.024 2.553 -0.496 0.4593
H -6.478 2.499 -0.825 0.4148
H -2.847 -1.452 -1.116 0.5255
H -1.037 -1.149 0.820 0.6299
H -0.859 -3.328 -3.196 0.6033
H -1.614 -3.968 -5.469 0.4038
H 0.020 -0.341 -7.035 0.4311
H 0.781 0.297 -4.753 0.5276
H 1.127 -3.436 3.899 0.5407
H 2.050 -5.325 5.202 0.3883
H 5.383 -5.533 2.536 0.4030
H 4.481 -3.612 1.261 0.5320
H 2.102 -1.278 4.529 0.6479
H 1.056 1.135 4.692 0.5654
H -1.120 4.511 1.153 0.6207
H -2.366 4.294 -1.209 0.6150
H -1.608 2.449 4.033 0.4865
H -1.710 4.287 5.704 0.3974
H 1.720 6.100 3.909 0.4209
H 1.823 4.243 2.243 0.5797
H 2.164 -4.645 -0.175 0.5905
H 1.374 -3.948 -2.602 0.6993
O 4.180 1.066 0.129 -0.5644
S 3.654 2.122 -0.794 1.0092
O 4.593 3.093 -1.265 -0.6774
O 2.979 1.288 -1.881 -0.4722
O 2.453 2.670 -0.053 -0.3594
```